No. 1
C31H27N3O6PSZr as an isolated structure in a non-equilibrium geometry. Source: the Open Molecules 2025 dataset; level of theory: ωB97M-V/def2-TZVPD.

Geometry as ORCA input:
```
! wB97M-V def2-TZVPD RIJCOSX def2/J DEFGRID3
* xyz -2 2
Zr 0.53646 -1.07136 0.70807
O -2.22017 -5.92421 4.60216
C -1.07839 -5.35277 4.11614
O -0.01278 -5.93238 4.13984
C -1.19289 -3.98977 3.56256
C -2.07210 -2.94253 3.83966
N -1.73750 -1.86837 3.09776
N -0.67729 -2.25659 2.28023
C -0.30395 -3.49183 2.47886
C 0.88012 -4.03293 1.73917
O 1.16158 -5.26785 1.62112
O 1.56348 -3.06633 1.18031
H -3.01900 -5.56510 4.18576
H -2.86043 -2.87856 4.58117
H -2.11195 -0.93315 3.05301
C 2.58655 2.36418 -2.13608
C 1.23949 2.92856 -2.57524
C 1.16140 4.01641 -3.46137
C -0.08583 4.54011 -3.83190
C -1.26790 3.92087 -3.40314
C -1.20101 2.81457 -2.58692
C 0.04264 2.33395 -2.14788
P 0.07954 0.77465 -1.23220
C -1.70628 0.77661 -0.61443
C -2.03880 1.74811 0.31894
C -3.16382 1.56180 1.10232
C -4.18051 0.68054 0.73717
C -3.98931 -0.03688 -0.43921
C -2.72733 -0.07512 -1.06098
C -2.56932 -0.92943 -2.29881
C 0.81020 -0.54926 -2.30475
C 0.46288 -0.39144 -3.63173
C 1.04422 -1.27397 -4.55018
C 1.98692 -2.23424 -4.19727
C 2.43527 -2.27660 -2.87817
C 2.02580 -1.28260 -1.97656
C 2.86497 -0.93305 -0.85890
H 3.43258 3.03016 -2.36546
H 2.82163 1.41467 -2.62938
H 2.61049 2.21604 -1.03349
H 2.07966 4.45976 -3.84537
H -0.13456 5.46365 -4.39859
H -2.23902 4.29326 -3.75403
H -2.11592 2.31447 -2.28333
H -1.40184 2.63222 0.51080
H -3.21383 2.07485 2.06558
H -5.07629 0.57139 1.35160
H -4.77850 -0.62537 -0.90974
H -3.51060 -1.46906 -2.52084
H -1.76756 -1.68674 -2.12702
H -2.34726 -0.32582 -3.20892
H -0.21881 0.42748 -3.96122
H 0.71226 -1.21295 -5.58812
H 2.36146 -2.93347 -4.95379
H 3.18040 -3.03014 -2.60266
H 3.22139 0.09054 -0.71675
H 3.47201 -1.77108 -0.47760
O -0.03740 0.46854 2.21458
N 0.92401 1.15708 2.84817
C 0.70569 2.50098 3.23135
C 1.67338 3.19398 3.92971
C 2.88651 2.59996 4.29605
C 3.14937 1.28612 3.92397
C 2.08585 0.58189 3.24245
S 2.53780 -1.02371 2.91513
H -0.25640 2.92595 2.95323
H 1.39209 4.22332 4.18384
H 3.63757 3.12700 4.89638
H 4.10259 0.83407 4.19799
O -0.55371 -1.71309 -0.54302
*
```

Properties
Largest force on an atom ... 4.3 eV/A
E ... -2599.7785 Ha
Expectation value of S² ... 0.764



No. 2
A 2-piece molecular cluster, C31H27NO6 overall in a non-equilibrium geometry. Source: the Open Molecules 2025 dataset; level of theory: ωB97M-V/def2-TZVPD.

Geometry as ORCA input:
```
! wB97M-V def2-TZVPD RIJCOSX def2/J DEFGRID3
* xyz 0 1
C -5.34888 -1.90491 2.32340
O -5.07705 -0.58778 2.84443
C -3.80576 -0.11413 2.83556
C -3.57955 1.13850 3.45476
C -2.29985 1.62881 3.57084
C -1.16827 0.86071 3.20617
C 0.18714 1.33592 3.42637
C 1.26072 0.49110 3.48542
C 2.57698 1.09821 3.23214
O 2.73619 2.26941 2.93009
O 3.65608 0.26588 3.37638
C 3.39956 -1.12208 3.02570
C 3.06126 -1.23924 1.54918
C 4.65014 -1.92698 3.38724
O 2.34183 -1.64289 3.86532
C 1.20178 -0.89642 4.02044
O 0.25344 -1.36037 4.61678
C -1.41937 -0.34871 2.50371
C -2.70406 -0.81995 2.29444
H -6.39087 -2.08187 2.58457
H -5.22762 -1.92358 1.23486
H -4.70604 -2.65790 2.79231
H -4.44878 1.66495 3.84468
H -2.16183 2.63309 3.96442
H 0.43666 2.36696 3.17852
H 2.16268 -0.66672 1.28567
H 3.91412 -0.86943 0.96291
H 2.90787 -2.29854 1.30697
H 4.88583 -1.79689 4.44840
H 4.46581 -2.98879 3.18911
H 5.50746 -1.60499 2.78845
H -0.56880 -0.90185 2.09431
H -2.84744 -1.74948 1.74260
C -4.38247 3.12582 7.20994
C -3.55902 2.38130 8.07316
C -2.18941 2.26715 7.81476
C -1.60031 2.91683 6.71786
C -0.15383 2.57852 6.41357
C 0.44425 3.12537 5.23499
N 1.73061 3.66525 5.32690
C 2.64344 3.19150 6.23289
C 3.97850 3.58805 6.21254
C 4.41302 4.52679 5.21749
C 5.77857 4.84358 5.11709
C 6.69425 4.30928 6.01690
C 6.26412 3.45340 7.05602
C 4.92732 3.10056 7.15102
C 3.41166 5.08994 4.39965
C 2.11525 4.67949 4.46380
O 0.43696 1.78218 7.19000
C -2.41493 3.75405 5.93269
C -3.80117 3.81781 6.13894
H -5.46091 3.18358 7.38520
H -3.97658 1.87088 8.94443
H -1.56641 1.62726 8.44539
H -0.17650 3.65674 4.51279
H 2.29551 2.39531 6.87535
H 6.09171 5.54479 4.34019
H 7.74772 4.57036 5.93915
H 6.98784 3.07269 7.78204
H 4.55882 2.45828 7.94946
H 3.69042 5.83130 3.65064
H 1.34393 5.04469 3.78711
H -1.98538 4.31074 5.09765
H -4.43061 4.40681 5.46346
*
```

Properties
Largest force on an atom ... 1.8 eV/A
E ... -1703.6401 Ha



No. 3
C31H28Br2IN5O6SiW as an isolated structure in a non-equilibrium geometry. Source: the Open Molecules 2025 dataset; level of theory: ωB97M-V/def2-TZVPD.

Geometry as ORCA input:
```
! wB97M-V def2-TZVPD RIJCOSX def2/J DEFGRID3
* xyz 0 3
W 0.02308 0.59784 0.29751
O 0.19692 6.83268 0.19494
C 0.18073 5.48978 0.15521
C 1.31287 4.71749 -0.08116
C 1.18541 3.35247 -0.07036
N 0.03302 2.73643 0.14990
C -1.06639 3.47842 0.29130
C -1.04129 4.84802 0.32461
C -2.31784 2.63201 0.32000
O -3.41122 3.11814 0.53377
O -2.04270 1.40300 0.06399
C 2.29767 2.37705 -0.30997
O 3.42828 2.67727 -0.60351
O 1.85561 1.15278 -0.18067
H 1.09747 7.15910 0.07785
H 2.29373 5.14586 -0.25544
H -1.95762 5.40431 0.46829
C 0.13681 2.45029 -3.11580
C -0.76653 1.26799 -2.91107
C -1.75349 0.94923 -3.81519
C -2.56766 -0.16147 -3.57366
C -2.37933 -0.92597 -2.45208
C -1.38829 -0.53405 -1.53433
N -0.57439 0.53246 -1.80663
N -1.11400 -1.05763 -0.32076
Si -1.61207 -2.65066 0.18676
C -1.02763 -3.88942 -1.08584
C -3.47534 -2.74985 0.43004
C -0.82474 -3.11080 1.81040
H 0.32478 2.61770 -4.17533
H 1.08717 2.29613 -2.61028
H -0.32696 3.35509 -2.71232
H -1.89258 1.56283 -4.69452
H -3.36050 -0.40867 -4.26922
H -3.00437 -1.78104 -2.23588
H -1.41475 -3.68738 -2.08811
H -1.33842 -4.90062 -0.80506
H 0.06427 -3.87472 -1.13818
H -4.02660 -1.98367 -0.12035
H -3.72764 -2.64382 1.48912
H -3.84942 -3.72693 0.10898
H 0.23281 -3.35365 1.68278
H -1.32505 -4.00271 2.20210
H -0.90125 -2.32352 2.56203
C 1.33190 -1.53860 -3.31180
C 2.18662 -1.80305 -2.10205
C 3.42290 -2.47487 -2.27362
C 4.21123 -2.74358 -1.20314
C 3.76968 -2.36021 0.08208
C 4.46915 -2.63491 1.28233
Br 6.18296 -3.45000 1.22433
C 3.93031 -2.35720 2.49614
C 2.68081 -1.71443 2.57162
Br 1.88681 -1.47670 4.27133
C 1.99752 -1.31036 1.44809
O 0.85932 -0.65230 1.53499
C 2.53073 -1.68291 0.15740
N 1.76566 -1.40646 -0.93219
H 1.64767 -2.16913 -4.14219
H 1.42640 -0.49541 -3.62235
H 0.28108 -1.73384 -3.10111
H 3.72797 -2.77616 -3.26775
H 5.15316 -3.26032 -1.32453
H 4.45062 -2.63169 3.40250
I 1.46306 2.01464 3.00847
C -0.51361 1.37956 3.31339
C -1.12637 1.56853 4.53940
C -2.40286 1.06634 4.71265
C -2.98817 0.36754 3.67471
C -2.29610 0.21481 2.49150
N -1.07996 0.72593 2.29436
H -0.61204 2.10313 5.32409
H -2.92699 1.21249 5.64842
H -3.97717 -0.05770 3.77354
H -2.71484 -0.31094 1.64551
*
```

Properties
Largest force on an atom ... 4.6 eV/A
E ... -7725.8726 Ha
Expectation value of S² ... 2.013



Q: What is the formula in the second record?
A: C31H27NO6



Q: Which value of E does entry 1 give?
A: -2599.7785 Ha